Here is C16H13IrN2O2S5 as an isolated structure at a distorted geometry from OMol25. Energies are from the ωB97M-V functional and the def2-TZVPD basis.

Calculated values
- E_tot (Eh) = -2972.48814
- net charge = +1
- spin multiplicity = 6
- F_max (hartree/bohr) = 0.030
- E_LUMO (alpha / beta) (eV) = -3.804 / -6.080
- E_HOMO (alpha / beta) (Eh) = -0.3888 / -0.4447

Geometry (Å):
Ir (-0.0842, -0.5004, 0.1294)
S (2.1793, -0.8277, -0.0833)
S (3.1124, -0.0707, 1.5094)
S (1.8182, -0.1069, 3.1593)
S (-0.0106, -0.4729, 2.5627)
C (-0.3109, -5.3887, -3.0858)
C (-0.9531, -4.3184, -2.2450)
C (-2.1029, -3.6591, -2.6805)
C (-2.7381, -2.7131, -1.8922)
C (-2.2076, -2.4263, -0.6451)
C (-1.0405, -3.0557, -0.1849)
C (-0.4252, -3.9953, -0.9960)
S (-3.0393, -1.2990, 0.4061)
O (-2.7248, -1.6073, 1.7665)
O (-4.3983, -1.1270, 0.0033)
N (-2.1171, 0.0842, 0.0576)
C (-2.4937, 1.3409, 0.2496)
C (-3.8228, 1.7851, 0.4695)
C (-4.0818, 3.1359, 0.6415)
C (-3.0669, 4.0710, 0.5800)
C (-1.7142, 3.6762, 0.3599)
C (-0.6455, 4.5891, 0.2858)
C (0.6265, 4.1219, 0.0945)
C (0.8325, 2.7389, -0.0011)
N (-0.1568, 1.8695, 0.0578)
C (-1.4170, 2.3214, 0.2145)
H (-0.9536, -5.6835, -3.9132)
H (-0.0991, -6.2729, -2.4842)
H (0.6369, -5.0397, -3.4997)
H (-2.5166, -3.9038, -3.6507)
H (-3.6419, -2.2197, -2.2250)
H (-0.7389, -2.9453, 0.8511)
H (0.4690, -4.4966, -0.6448)
H (-4.6226, 1.0590, 0.4898)
H (-5.0986, 3.4591, 0.8154)
H (-3.2906, 5.1242, 0.7000)
H (-0.8396, 5.6508, 0.3779)
H (1.4700, 4.7940, 0.0222)
H (1.8289, 2.3296, -0.1204)

Here is C16H13IrN2O6 as an isolated structure at a distorted geometry from OMol25. Energies are from the ωB97M-V functional and the def2-TZVPD basis.

Calculated values
- E_tot (Eh) = -1282.02157
- net charge = +2
- spin multiplicity = 5
- F_max (hartree/bohr) = 0.153
- E_LUMO (alpha / beta) (eV) = -6.392 / -10.415
- E_HOMO (alpha / beta) (Eh) = -0.5031 / -0.5747

Geometry (Å):
O (-2.4031, -3.6831, 0.5391)
C (-2.1585, -2.6494, 0.0773)
Ir (0.1900, 0.8044, -0.6164)
O (1.4172, -1.2947, 1.4105)
C (0.8725, -0.6557, 0.6065)
C (1.6181, 2.0631, -0.4025)
O (2.2680, 3.0321, -0.4384)
C (-0.9521, 2.2865, -1.4841)
O (-1.7458, 2.9523, -1.9796)
C (0.7051, -0.3063, -2.0539)
O (1.0267, -1.1419, -2.8260)
H (-1.0446, -2.2645, -0.0715)
C (-0.3709, 1.2375, 6.3854)
N (-0.1281, 1.3852, 4.9527)
N (-0.9361, 0.8721, 3.9885)
C (-0.3556, 1.1108, 2.7352)
O (-0.8548, 0.7104, 1.6355)
C (0.8174, 1.8685, 2.9944)
C (0.9182, 1.9997, 4.3598)
C (1.9563, 2.6691, 5.1543)
C (-2.0395, 0.0442, 4.3308)
C (-2.9738, 0.5278, 5.2520)
C (-3.9875, -0.3164, 5.6930)
C (-4.1241, -1.5877, 5.0993)
C (-3.2425, -2.0334, 4.0963)
C (-2.1805, -1.2151, 3.7207)
H (-1.1507, 1.9284, 6.7342)
H (0.5126, 1.5053, 6.9748)
H (-0.6060, 0.1984, 6.6525)
H (1.5056, 2.2190, 2.2515)
H (1.5394, 3.5513, 5.6622)
H (2.3781, 1.9623, 5.8828)
H (2.7569, 3.0181, 4.4909)
H (-2.9366, 1.5714, 5.5761)
H (-4.6742, 0.0475, 6.4664)
H (-4.9398, -2.2380, 5.4167)
H (-3.3989, -2.9924, 3.5875)
H (-1.4972, -1.4960, 2.9149)

Here is a 2-piece molecular cluster, C16H13N2O4 overall at a distorted geometry from OMol25. Energies are from the ωB97M-V functional and the def2-TZVPD basis.

Calculated values
- E_tot (Eh) = -1027.87715
- net charge = -1
- F_max (hartree/bohr) = 0.042
- E_LUMO (eV) = 2.025
- E_HOMO (Eh) = -0.1501

Geometry (Å):
N (-5.5425, 0.1781, 2.9214)
C (-4.3865, 0.0263, 2.8687)
C (-2.9585, -0.1530, 2.8264)
C (-2.4072, -1.4365, 2.7959)
C (-1.0267, -1.6047, 2.7115)
C (-0.1684, -0.4805, 2.6311)
C (1.2603, -0.6609, 2.4318)
C (2.2230, 0.2463, 2.8325)
N (3.5661, -0.1366, 2.8651)
O (4.4850, 0.7081, 3.0624)
O (3.8034, -1.3629, 2.6937)
C (-0.7348, 0.8012, 2.7574)
C (-2.1139, 0.9669, 2.8194)
H (-3.0677, -2.3062, 2.8070)
H (-0.5926, -2.6039, 2.6736)
H (1.5824, -1.7057, 2.3481)
H (1.9944, 1.2900, 3.0624)
H (-0.0741, 1.6766, 2.7419)
H (-2.5466, 1.9647, 2.8330)
C (1.0151, -5.5844, -2.3863)
O (1.6214, -4.5314, -1.6048)
C (1.0676, -3.2750, -1.6857)
C (-0.0132, -2.9387, -2.5583)
C (-0.4255, -1.6087, -2.5696)
C (0.1088, -0.6587, -1.7510)
C (1.0293, -1.0417, -0.6816)
O (1.2872, -0.3597, 0.4019)
C (1.6320, -2.3160, -0.8782)
H (1.5898, -6.4757, -2.1365)
H (-0.0477, -5.7243, -2.1102)
H (1.0921, -5.3718, -3.4697)
H (-0.4486, -3.7027, -3.2072)
H (-1.2261, -1.3565, -3.2790)
H (-0.2404, 0.3794, -1.7998)
H (2.4627, -2.5854, -0.2162)

Here is C16H13N2O6Zn as an isolated structure at a distorted geometry from OMol25. Energies are from the ωB97M-V functional and the def2-TZVPD basis.

Calculated values
- E_tot (Eh) = -2957.48539
- net charge = +1
- F_max (hartree/bohr) = 0.080
- E_LUMO (eV) = -3.554
- E_HOMO (Eh) = -0.4406

Geometry (Å):
O (-2.5756, -4.0624, 2.8459)
C (-1.9816, -3.2793, 2.2513)
Zn (-0.1488, -0.0676, 0.4246)
O (1.1769, -3.0789, 1.4830)
C (0.8640, -2.0519, 1.1064)
C (1.5898, 0.4694, -0.8364)
O (2.5345, 0.9090, -1.3206)
C (-1.3755, 1.6970, -0.7887)
O (-2.0105, 2.5995, -1.0935)
C (-0.7324, -1.3508, -2.0265)
O (-1.1594, -1.9312, -2.9132)
H (-1.6020, -0.6876, 0.2173)
C (3.2229, 4.8799, 1.2854)
N (2.7853, 3.5099, 1.4771)
N (1.4712, 3.1628, 1.6284)
C (1.4254, 1.8011, 1.8691)
O (0.3427, 1.1234, 1.9438)
C (2.7554, 1.3498, 2.0415)
C (3.5558, 2.4268, 1.7718)
C (5.0264, 2.4991, 1.7953)
C (0.3392, 3.9939, 1.2840)
C (0.3687, 4.9256, 0.2371)
C (-0.7695, 5.6871, -0.0369)
C (-1.9522, 5.4608, 0.6630)
C (-2.0044, 4.4693, 1.6443)
C (-0.8570, 3.7538, 1.9839)
H (4.2866, 4.9150, 1.5015)
H (2.7280, 5.5865, 1.9649)
H (3.1031, 5.2267, 0.2517)
H (3.0066, 0.2962, 2.1480)
H (5.4467, 2.8386, 0.8331)
H (5.3686, 3.1486, 2.6189)
H (5.3873, 1.4798, 2.0020)
H (1.2516, 5.0562, -0.3938)
H (-0.7437, 6.4200, -0.8404)
H (-2.8526, 6.0061, 0.4095)
H (-2.9287, 4.2240, 2.1619)
H (-0.8622, 2.9892, 2.7707)

Here is C16H14AsBCl2N3O2ReS4Se as an isolated structure from OMol25. Energies are from the ωB97M-V functional and the def2-TZVPD basis.

Calculated values
- E_tot (Eh) = -8185.82204
- net charge = +2
- F_max (hartree/bohr) = 0.002
- E_LUMO (alpha / beta) (eV) = -8.420 / -8.439
- E_HOMO (alpha / beta) (Eh) = -0.5105 / -0.5105

Geometry (Å):
Re (1.3256, 1.4444, -0.2947)
Cl (4.2552, -5.2975, -0.2512)
C (3.7876, -3.6524, -0.1443)
C (4.7433, -2.6823, 0.1515)
C (4.3939, -1.3439, 0.2419)
Cl (5.5826, -0.1655, 0.6099)
C (3.0735, -0.9577, 0.0331)
O (2.7832, 0.3612, 0.1373)
C (2.1104, -1.9355, -0.2621)
C (0.7356, -1.5942, -0.4598)
O (0.2656, -0.4437, -0.4284)
C (2.4742, -3.2861, -0.3479)
H (5.7733, -2.9721, 0.3123)
H (0.0329, -2.4127, -0.6437)
H (1.7280, -4.0358, -0.5773)
S (4.7758, 5.4624, 0.7598)
As (4.9475, 5.2345, -1.4157)
S (3.7251, 3.2178, -1.7193)
S (2.4396, 3.3164, -0.1910)
S (3.4026, 6.4825, -0.4860)
B (-1.0545, 2.5151, -4.0800)
C (-0.1846, 2.1189, -2.9133)
N (0.4253, 1.8352, -1.9450)
H (-0.4319, 3.3266, -4.7177)
H (-1.9780, 3.0482, -3.4885)
H (-1.3720, 1.5142, -4.6659)
C (-2.7154, 1.3399, -0.4505)
N (-2.4189, 0.5840, 0.7646)
C (-1.3914, 0.7484, 1.5919)
Se (-0.0405, 2.1052, 1.5027)
N (-1.4720, -0.1480, 2.5806)
C (-2.5967, -0.9447, 2.3923)
C (-3.1303, -1.9965, 3.1300)
C (-4.2855, -2.5590, 2.6317)
C (-4.8884, -2.0962, 1.4474)
C (-4.3601, -1.0514, 0.7204)
C (-3.1944, -0.4818, 1.2255)
H (-2.1497, 2.2666, -0.4513)
H (-3.7767, 1.5755, -0.4619)
H (-2.4596, 0.7458, -1.3264)
H (-0.8350, -0.1886, 3.3619)
H (-2.6729, -2.3489, 4.0441)
H (-4.7467, -3.3773, 3.1670)
H (-5.7954, -2.5729, 1.1026)
H (-4.8301, -0.6980, -0.1866)

Here is C16H14BCl5FeN6 as an isolated structure at a distorted geometry from OMol25. Energies are from the ωB97M-V functional and the def2-TZVPD basis.

Calculated values
- E_tot (Eh) = -4535.52678
- net charge = +2
- spin multiplicity = 5
- F_max (hartree/bohr) = 0.043
- E_LUMO (alpha / beta) (eV) = -10.917 / -10.979
- E_HOMO (alpha / beta) (Eh) = -0.5568 / -0.5533

Geometry (Å):
C (2.8241, -0.2183, -0.3321)
N (1.5148, -0.1247, -0.6903)
N (1.4878, -0.1931, -2.0864)
C (2.7310, -0.3065, -2.5627)
C (3.6174, -0.3249, -1.4869)
B (0.1406, -0.1234, -2.8303)
N (-0.7334, -1.3032, -2.3463)
N (-0.9338, -1.4806, -0.9739)
C (-1.7896, -2.5219, -0.8522)
C (-2.1749, -2.9638, -2.1247)
C (-1.4713, -2.1766, -3.0388)
Fe (-0.1863, -0.0304, 0.3577)
N (-0.6055, 1.1517, -2.3590)
N (-0.9425, 1.3648, -1.0267)
C (-1.6170, 2.5404, -0.9826)
C (-1.7102, 3.0647, -2.2912)
C (-1.0387, 2.1660, -3.1125)
H (-1.9798, 2.9792, -0.0662)
H (-0.8128, 2.1598, -4.1658)
H (-2.1911, 3.9699, -2.6144)
H (0.2880, -0.1149, -4.0160)
H (-1.4793, -2.1674, -4.1186)
H (2.8860, -0.3255, -3.6325)
H (-2.8899, -3.7239, -2.3712)
H (4.6852, -0.3873, -1.5509)
H (-2.1005, -2.9057, 0.1056)
H (3.1264, -0.2312, 0.6995)
H (-3.0776, -0.1292, 1.7716)
C (-2.5394, -1.0213, 2.1169)
H (-3.1307, -1.9178, 1.8859)
H (-1.5342, -1.0697, 1.6225)
H (-2.4185, -0.9724, 3.2078)
Cl (0.9388, -2.2706, 2.2679)
C (0.8958, -0.6707, 2.9461)
C (0.4603, 0.3890, 2.1470)
C (0.7521, 1.6885, 2.5699)
Cl (0.6353, 2.9765, 1.4253)
C (1.3429, 1.9485, 3.8359)
Cl (1.7424, 3.5437, 4.2927)
C (1.6508, 0.8631, 4.6913)
Cl (2.3973, 1.1351, 6.2027)
C (1.4128, -0.4622, 4.2508)
Cl (1.8273, -1.8036, 5.2350)

Here is C16H14BrCoN3O6S2 as an isolated structure at a distorted geometry from OMol25. Energies are from the ωB97M-V functional and the def2-TZVPD basis.

Calculated values
- E_tot (Eh) = -5987.13656
- net charge = -2
- spin multiplicity = 4
- F_max (hartree/bohr) = 0.067
- E_LUMO (alpha / beta) (eV) = 4.004 / 4.003
- E_HOMO (alpha / beta) (Eh) = -0.0845 / -0.1029

Geometry (Å):
Co (-0.8324, 0.1323, -0.5902)
O (5.7163, 2.4784, -0.6752)
C (5.4745, 1.2585, -0.8172)
O (6.2539, 0.2807, -0.9019)
C (4.0479, 0.8843, -0.9573)
C (3.6217, -0.4673, -0.7955)
C (2.2559, -0.7733, -0.8323)
N (1.3197, 0.1662, -1.0239)
C (1.7460, 1.4142, -1.3060)
C (3.0596, 1.8299, -1.2672)
C (0.6581, 2.3636, -1.6051)
O (0.8102, 3.5023, -2.0421)
O (-0.5070, 1.8577, -1.3685)
H (4.3298, -1.3121, -0.6505)
H (1.8978, -1.7964, -0.6884)
H (3.2635, 2.8936, -1.4840)
N (-3.1411, 2.7574, -1.3028)
C (-3.5494, 1.5027, -0.9913)
N (-4.8791, 1.2045, -1.3116)
O (-2.8755, 0.6205, -0.3861)
H (-3.7072, 3.5100, -1.6753)
H (-2.1219, 2.9154, -1.2628)
H (-5.4680, 1.7559, -1.9224)
H (-5.1920, 0.2583, -1.1574)
Br (-1.3668, 0.4836, 5.9603)
C (-1.0466, 0.1747, 4.1721)
C (-1.6837, -0.8671, 3.4375)
C (-1.5253, -0.9489, 2.0549)
C (-0.7520, -0.0427, 1.3760)
C (-0.0072, 0.8702, 2.0803)
C (-0.1643, 1.0100, 3.4720)
H (-2.3037, -1.6302, 3.9383)
H (-2.0157, -1.7420, 1.4804)
H (0.7439, 1.4804, 1.5351)
H (0.3900, 1.8087, 3.9754)
C (0.5780, -4.2166, -0.3060)
O (-0.0988, -3.0002, -0.7341)
C (-1.2842, -3.0898, -1.3925)
S (-2.1179, -4.5105, -1.4783)
S (-1.7988, -1.5529, -2.0039)
H (1.5938, -3.8944, -0.0511)
H (0.5955, -4.9873, -1.0977)
H (0.0824, -4.5825, 0.5961)

Here is C16H14BrF6InN5O7S4 as an isolated structure from OMol25. Energies are from the ωB97M-V functional and the def2-TZVPD basis.

Calculated values
- E_tot (Eh) = -6374.83295
- net charge = -1
- F_max (hartree/bohr) = 0.010
- E_LUMO (eV) = 2.305
- E_HOMO (Eh) = -0.2024

Geometry (Å):
In (-0.1815, 0.8851, 0.1984)
F (5.2277, -1.1563, 0.3179)
C (4.0456, -1.6184, 0.7146)
F (3.5245, -2.3497, -0.2732)
F (4.2398, -2.4176, 1.7618)
S (2.9225, -0.1957, 1.2141)
O (1.6521, -0.5452, 0.5755)
O (3.0192, -0.1825, 2.6330)
N (3.5507, 1.0879, 0.5803)
S (3.1950, 1.3847, -0.9342)
O (1.8451, 1.8886, -1.1010)
O (3.6789, 0.4134, -1.8663)
C (4.2544, 2.8743, -1.1516)
F (3.8855, 3.8615, -0.3445)
F (4.1315, 3.2847, -2.4176)
F (5.5329, 2.5780, -0.9241)
N (-2.6786, -1.8489, -1.7117)
N (-1.6335, -2.6735, -1.3122)
C (-0.3443, -2.3129, -1.4949)
N (0.5574, -3.1212, -0.8785)
S (0.1619, -1.0123, -2.4151)
H (-3.1642, -1.4758, -0.9042)
H (-3.3090, -2.3692, -2.3016)
H (-1.8149, -3.3772, -0.6118)
H (0.3229, -3.4197, 0.0600)
H (1.4865, -2.7357, -0.9269)
C (-3.0862, 3.2713, -2.9941)
C (-1.8305, 2.8189, -3.3783)
C (-1.0430, 2.1053, -2.4861)
C (-1.4884, 1.8340, -1.1930)
C (-2.7402, 2.3126, -0.8111)
C (-3.5373, 3.0165, -1.7086)
H (-3.7049, 3.8235, -3.6927)
H (-1.4606, 3.0200, -4.3775)
H (-0.0705, 1.7627, -2.8104)
H (-3.1074, 2.1417, 0.1905)
H (-4.5129, 3.3687, -1.3926)
O (0.3614, -2.6392, 1.9448)
C (-0.6133, -1.9460, 2.1657)
N (-1.1438, -0.9751, 1.3496)
S (-2.6172, -0.5020, 1.8708)
O (-3.6796, -1.0860, 1.0845)
O (-2.6341, 0.9311, 2.0079)
C (-2.5555, -1.3299, 3.4255)
C (-3.4460, -1.3038, 4.4804)
C (-3.1321, -2.0844, 5.5855)
C (-1.9766, -2.8631, 5.6094)
C (-1.1041, -2.8826, 4.5298)
C (-1.4118, -2.0957, 3.4350)
H (-4.3409, -0.6959, 4.4517)
H (-3.7922, -2.0860, 6.4442)
H (-1.7574, -3.4575, 6.4877)
H (-0.2002, -3.4778, 4.5288)
Br (0.5459, 2.3483, 2.1040)